a:
This record from OMol25 describes a single C4H10ClN molecule. The level of theory is the ωB97M-V functional and the def2-TZVPD basis.

Summary:
LUMO energy: 1.0857 eV
Structure (SMILES): C[C@H](CN)CCl
E_HOMO: -9.2 eV
Kohn-Sham gap: 10.2 eV

Atoms and positions in Å:
C -1.44 1.64 0.08
C -0.53 0.49 -0.28
C -0.96 -0.83 0.34
N -2.23 -1.22 -0.19
C 0.94 0.90 0.02
Cl 2.20 -0.46 -0.02
H -2.46 1.25 -0.21
H -1.18 2.49 -0.53
H -1.39 1.87 1.17
H -0.58 0.40 -1.33
H -0.97 -0.73 1.46
H -0.21 -1.61 0.12
H -2.31 -1.94 -0.87
H -2.92 -1.46 0.56
H 0.95 1.25 1.05
H 1.22 1.64 -0.67

=====

b:
This record from OMol25 describes a single C4H10ClN molecule. The level of theory is the ωB97M-V functional and the def2-TZVPD basis.

Summary:
LUMO energy: 0.9198 eV
Structure (SMILES): CC(C)(Cl)CN
E_HOMO: -9.4 eV
Kohn-Sham gap: 10.3 eV

Atoms and positions in Å:
C 0.43 -0.01 1.43
C 0.44 0.29 -0.04
C 1.67 -0.54 -0.66
Cl 0.57 2.07 -0.17
C -0.94 -0.15 -0.72
N -1.97 0.53 0.02
H -0.65 0.11 1.61
H 0.97 0.75 1.99
H 0.64 -1.07 1.51
H 2.66 -0.13 -0.33
H 1.59 -1.50 -0.19
H 1.58 -0.55 -1.77
H -1.02 0.05 -1.81
H -0.87 -1.31 -0.67
H -2.84 -0.01 0.04
H -2.27 1.47 -0.23

=====

Energy ordering: a at the bottom, the next structure 8.0 kcal/mol above.

=====

a:
This record from OMol25 describes a single C4H10ClN molecule. The level of theory is the ωB97M-V functional and the def2-TZVPD basis.

Summary:
LUMO energy: 0.9842 eV
Structure (SMILES): C[C@@H](N)CCCl
E_HOMO: -10.0 eV
Kohn-Sham gap: 11.0 eV

Atoms and positions in Å:
C -1.63 0.90 -0.26
C -0.32 0.63 -0.99
N 0.05 1.64 -2.02
C 0.86 0.61 -0.09
C 0.73 -0.09 1.33
Cl 0.28 -1.90 1.00
H -1.64 1.84 0.19
H -1.87 0.16 0.57
H -2.44 0.93 -1.05
H -0.45 -0.29 -1.52
H -0.36 2.52 -1.66
H -0.57 1.39 -2.76
H 1.62 0.05 -0.61
H 1.16 1.68 0.03
H -0.05 0.31 1.96
H 1.61 -0.12 2.00

=====

b:
This record from OMol25 describes a single C4H10ClN molecule. The level of theory is the ωB97M-V functional and the def2-TZVPD basis.

Summary:
LUMO energy: 1.0925 eV
Structure (SMILES): C[C@H](CN)CCl
E_HOMO: -9.4 eV
Kohn-Sham gap: 10.5 eV

Atoms and positions in Å:
C -1.45 1.48 0.07
C -0.40 0.43 -0.33
C -0.88 -0.91 0.32
N -2.26 -0.99 -0.11
C 0.93 0.85 0.15
Cl 2.14 -0.40 -0.06
H -2.43 1.32 -0.46
H -1.07 2.42 -0.36
H -1.77 1.52 1.13
H -0.36 0.23 -1.45
H -0.83 -0.77 1.45
H -0.23 -1.70 0.06
H -2.39 -1.33 -1.10
H -2.80 -1.69 0.37
H 0.80 0.93 1.25
H 1.33 1.75 -0.34

=====

Energy ordering: a at the bottom, the next structure 2.1 kcal/mol above.

=====

a:
This record from OMol25 describes a molecular structure, C4H12N2O2. The level of theory is the ωB97M-V functional and the def2-TZVPD basis.

Summary:
LUMO energy: 0.3478 eV
E_HOMO: -9.4 eV
Kohn-Sham gap: 9.7 eV

Atoms and positions in Å:
C -1.41 -2.74 1.19
C -0.58 -1.77 0.25
C -1.25 -1.62 -1.15
N -0.46 -0.44 0.96
H -1.05 -2.59 2.21
H -2.41 -2.34 1.05
H -1.28 -3.79 0.90
H 0.42 -2.23 0.15
H -2.05 -0.88 -1.12
H -1.70 -2.57 -1.45
H -0.44 -1.34 -1.81
H 0.14 -0.62 1.78
H 0.22 0.36 0.09
H -1.37 -0.29 1.36
N 0.26 2.13 0.55
C 1.16 1.79 -0.51
O 1.03 0.57 -0.82
O 1.92 2.65 -0.96
H 0.19 3.12 0.76
H -0.40 1.54 1.02

=====

b:
This record from OMol25 describes a molecular structure, C4H12N2O2. The level of theory is the ωB97M-V functional and the def2-TZVPD basis.

Summary:
LUMO energy: 1.0108 eV
E_HOMO: -9.7 eV
Kohn-Sham gap: 10.7 eV

Atoms and positions in Å:
C -2.26 -0.46 -1.39
C -0.61 0.92 2.07
O -2.49 -1.25 -0.53
O -0.48 -0.16 1.18
H -1.68 1.10 2.18
H -1.54 -0.65 -2.21
H -0.16 2.60 -2.73
H -2.73 0.53 -1.43
H -0.12 1.82 1.67
H -0.18 0.67 3.04
C 2.12 0.03 -0.97
N 0.85 -1.91 0.42
C 0.85 -0.56 0.91
N 1.45 0.39 0.02
H 0.16 -1.99 -0.32
H 0.55 -2.54 1.16
H 1.44 -0.52 1.84
H 2.54 0.80 -1.60
H 2.34 -1.01 -1.22
H -0.03 2.18 -2.09

=====

Energy ordering: a at the bottom, the next structure 56.6 kcal/mol above.